The following is a quantum chemistry calculation of 6 unconnected molecules or ions with the total composition C39H68N2O19P in a non-equilibrium geometry, from OMol25.

The value obtained for the gap between HOMO and LUMO is 7.4 eV. The calculated total energy is -3407.17293 a.u. As for the net charge: +1.

Each line ends with the Mulliken charge.
Element x y z (Å)
C -3.30913 -9.97255 -5.09262  -0.9911
C -2.78891 -9.43804 -6.42684  -0.2845
O -1.36489 -9.36422 -6.35681  -0.3206
C -0.84937 -8.09302 -6.64413  -1.7505
C -0.79614 -7.19323 -5.42319  1.1327
C -1.50041 -6.01479 -5.41219  -0.8469
C -1.49200 -5.17687 -4.32068  -0.7125
C -0.75090 -5.51861 -3.24542  0.0911
C -0.66888 -4.62259 -2.03342  -0.4517
C 0.83220 -4.26300 -1.81860  -0.6698
P 1.07219 -2.78282 -0.77523  0.5663
O 1.37689 -3.22662 0.58123  -0.7833
O -0.27665 -1.92516 -0.88803  -0.1889
C -1.10809 -1.97282 0.33349  -0.4069
C -2.35309 -1.12081 0.02469  -1.0156
O 2.28221 -1.91031 -1.32327  -0.3434
C 1.91515 -0.71474 -2.06329  -0.3259
C 1.61796 0.48092 -1.15366  -0.8520
N -0.07203 -6.66635 -3.25021  0.2632
C -0.08165 -7.49049 -4.30213  0.7998
C 0.67402 -8.75219 -4.18878  0.0325
C 0.37899 -9.66337 -3.18866  -0.3092
C 1.09409 -10.82784 -3.11045  -0.4807
N 2.06319 -11.22960 -3.92948  -0.5759
C 2.31810 -10.32009 -4.87049  -0.7723
C 1.70312 -9.11154 -5.03596  -0.0878
H -2.84041 -10.94051 -4.92420  0.2777
H -4.38913 -10.11272 -5.10177  0.4130
H -3.04394 -9.25861 -4.31153  0.1718
H -3.10064 -10.13497 -7.20630  0.3571
H -3.24747 -8.46907 -6.64117  0.2771
H 0.16498 -8.22922 -7.01546  0.3754
H -1.41426 -7.59143 -7.43284  0.5554
H -2.10571 -5.73192 -6.26453  0.4888
H -2.07044 -4.26747 -4.32550  0.5198
H -1.23232 -3.72754 -2.27198  0.2564
H -1.08727 -5.13241 -1.16525  0.3460
H 1.22450 -4.04924 -2.82016  0.3388
H 1.36481 -5.12469 -1.42374  0.4662
H -0.52820 -1.49469 1.11323  0.4784
H -1.35842 -3.00431 0.55823  0.3875
H -2.28192 -0.18448 0.57007  0.3196
H -2.36400 -0.90381 -1.04308  0.2147
H -3.25999 -1.67753 0.24916  0.3355
H 2.78043 -0.46415 -2.67451  0.4056
H 1.09803 -0.89562 -2.76180  0.2324
H 1.47843 0.17285 -0.11930  0.2262
H 2.36223 1.26928 -1.21813  0.3935
H 0.66628 0.90479 -1.47997  0.2586
H 0.47485 -6.93135 -2.43731  0.3598
H -0.40769 -9.46373 -2.47207  0.4807
H 0.85333 -11.50620 -2.29677  0.4122
H 3.10824 -10.57551 -5.57065  0.4336
H 2.02027 -8.44104 -5.82235  0.5039
C -2.62874 5.97877 2.12487  -1.0902
C -1.66469 6.04042 0.96052  -0.1963
O -1.51894 4.75753 0.32482  -0.2723
C -2.51147 4.39554 -0.48091  0.6574
O -3.49526 5.03472 -0.73809  -0.5548
O -2.23196 3.17316 -0.95734  -0.2355
C -3.26499 2.62463 -1.77570  -0.7016
H -2.33082 5.19624 2.82480  0.2864
H -2.65254 6.93336 2.65083  0.3275
H -3.63901 5.74645 1.78924  0.3343
H -0.67237 6.30864 1.31951  0.3023
H -1.96207 6.79242 0.23005  0.3207
H -3.53591 3.30734 -2.57819  0.3561
H -4.13909 2.38874 -1.16954  0.3199
H -2.87305 1.70640 -2.20723  0.1472
C 3.65311 6.88726 5.03429  -1.1639
C 3.44587 5.45856 5.48959  -0.2260
O 2.38877 4.81813 4.75718  -0.2549
C 2.70058 4.41379 3.52841  0.6283
O 3.77008 4.52175 2.98970  -0.5685
O 1.60445 3.87427 2.98659  -0.2864
C 1.75788 3.47843 1.62387  -0.6877
H 2.71524 7.44274 5.08365  0.2931
H 4.39139 7.38380 5.66357  0.3778
H 4.00002 6.92501 4.00216  0.3233
H 3.13415 5.44574 6.53308  0.3019
H 4.36371 4.87569 5.41456  0.3678
H 2.61766 2.82257 1.49745  0.3453
H 1.85415 4.35885 0.98954  0.3197
H 0.85796 2.94010 1.33678  0.2079
C 4.88915 -6.44930 -4.60506  -1.1653
C 4.07531 -6.03207 -5.81310  0.0356
O 4.61263 -4.86582 -6.43650  -0.3942
C 5.69444 -5.07909 -7.19771  0.7382
O 6.20979 -6.14576 -7.40038  -0.5449
O 6.09398 -3.90814 -7.68030  -0.3591
C 7.29939 -3.97017 -8.45261  -0.6384
H 4.99284 -5.61525 -3.90932  0.3404
H 4.41078 -7.28423 -4.08927  0.3066
H 5.89255 -6.75582 -4.89551  0.3584
H 3.06387 -5.76548 -5.49853  0.1953
H 3.99001 -6.84353 -6.53854  0.3020
H 7.21947 -4.71066 -9.24496  0.3034
H 8.14548 -4.19596 -7.80594  0.2991
H 7.44138 -2.98861 -8.89489  0.2299
C -0.54588 4.46148 6.54297  -0.8981
C -0.04905 3.77580 7.79676  -0.3178
O 0.08424 4.69861 8.88737  -0.3493
C -1.05421 5.04131 9.48910  0.7961
O -2.15350 4.63676 9.21401  -0.5580
O -0.76407 5.91922 10.45039  -0.3451
C -1.90743 6.44040 11.13118  -0.5930
H 0.09179 5.31027 6.29440  0.1981
H -0.54886 3.76712 5.70260  0.2840
H -1.55770 4.84399 6.67696  0.4048
H 0.94761 3.37135 7.62533  0.2845
H -0.69337 2.94401 8.08216  0.3389
H -2.53685 5.63921 11.51224  0.2984
H -2.47807 7.08572 10.46449  0.2457
H -1.53715 7.02968 11.96541  0.2246
C -4.60193 9.78291 7.09542  -1.0793
C -5.35000 10.30772 5.88796  -0.2031
O -4.67772 11.42794 5.29424  -0.3485
C -3.61841 11.12903 4.54632  0.7940
O -3.19775 10.02378 4.31905  -0.5566
O -3.09235 12.27032 4.10037  -0.3357
C -1.88916 12.10719 3.34807  -0.6276
H -4.42088 10.58695 7.81020  0.3080
H -5.17490 8.99588 7.58592  0.3625
H -3.63215 9.37572 6.81105  0.2986
H -6.32868 10.67577 6.19061  0.2929
H -5.51016 9.52677 5.14460  0.3011
H -2.02786 11.39900 2.53383  0.2840
H -1.08070 11.78045 4.00086  0.2892
H -1.64056 13.08056 2.93455  0.2191

Cartesian forces (eV/Å) of the 2 atoms listed first:
0.259 0.228 -0.458
-0.753 -0.544 0.725